(1)
Formula: C55H62KN8OP2SSi2
Source: the Open Molecules 2025 dataset
Level of theory: wB97M-V/def2-TZVPD

Output
E_HOMO in eV: -2.987
Maximum force in Eh/bohr: 0.030
Orbital gap in eV: 4.977
Net charge: -1

Last column: Löwdin charge in e.
Cartesian coordinates (Å):
K (-0.13, -1.36, 0.81)  0.409
N (3.21, -2.07, 4.67)  0.039
C (2.17, -2.18, 3.77)  -0.955
S (2.52, -2.83, 2.24)  0.521
N (1.00, -1.89, 4.31)  -0.059
N (-0.06, -1.86, 3.50)  -0.073
C (-1.19, -2.01, 4.08)  -0.149
C (-2.45, -1.95, 3.38)  -0.290
C (-3.65, -2.05, 4.10)  -0.032
C (-4.85, -2.03, 3.44)  -0.071
C (-4.85, -1.91, 2.05)  -0.067
C (-3.62, -1.80, 1.41)  -0.159
N (-2.46, -1.81, 2.04)  0.054
H (4.12, -2.06, 4.25)  0.046
H (3.05, -1.42, 5.43)  0.075
H (-1.23, -2.20, 5.16)  0.112
H (-3.60, -2.14, 5.18)  0.107
H (-5.78, -2.11, 3.98)  0.101
H (-5.77, -1.91, 1.49)  0.099
H (-3.57, -1.69, 0.34)  0.101
C (0.60, 7.22, -1.05)  -0.025
C (0.31, 6.37, 0.21)  -0.431
C (0.10, 7.30, 1.41)  -0.018
C (1.50, 5.45, 0.48)  -0.096
C (2.78, 5.97, 0.62)  -0.034
C (3.86, 5.14, 0.86)  -0.069
C (3.68, 3.77, 0.97)  -0.080
C (2.42, 3.22, 0.85)  -0.250
P (2.05, 1.40, 0.83)  1.147
C (3.59, 0.91, 1.71)  -0.397
C (3.83, 1.51, 2.95)  -0.126
C (4.99, 1.25, 3.65)  -0.097
C (5.92, 0.34, 3.14)  -0.104
C (5.66, -0.30, 1.95)  -0.083
C (4.50, -0.03, 1.24)  -0.121
C (2.50, 1.19, -0.94)  -0.345
C (1.44, 1.01, -1.83)  -0.111
C (1.65, 0.99, -3.20)  -0.085
C (2.93, 1.16, -3.70)  -0.087
C (4.00, 1.33, -2.82)  -0.080
C (3.78, 1.36, -1.45)  -0.092
C (1.34, 4.08, 0.61)  -0.185
O (0.13, 3.46, 0.51)  -0.025
C (-0.96, 4.18, 0.13)  -0.187
C (-2.10, 3.40, -0.10)  -0.247
C (-3.27, 4.05, -0.50)  -0.082
C (-3.29, 5.43, -0.63)  -0.073
C (-2.14, 6.17, -0.40)  -0.034
C (-0.95, 5.56, -0.03)  -0.097
P (-1.93, 1.58, 0.21)  1.141
C (-3.35, 1.08, -0.84)  -0.391
C (-3.07, 1.10, -2.21)  -0.127
C (-4.03, 0.74, -3.13)  -0.078
C (-5.29, 0.34, -2.70)  -0.091
C (-5.58, 0.32, -1.35)  -0.085
C (-4.61, 0.68, -0.42)  -0.114
C (-2.57, 1.65, 1.94)  -0.340
C (-3.73, 2.32, 2.32)  -0.094
C (-4.08, 2.41, 3.66)  -0.084
C (-3.27, 1.86, 4.64)  -0.086
C (-2.10, 1.21, 4.27)  -0.080
C (-1.75, 1.11, 2.93)  -0.109
H (1.51, 7.82, -0.91)  0.075
H (-0.22, 7.90, -1.25)  0.075
H (0.74, 6.57, -1.91)  0.100
H (1.00, 7.90, 1.60)  0.080
H (-0.10, 6.72, 2.31)  0.098
H (-0.74, 7.98, 1.24)  0.080
H (2.94, 7.04, 0.53)  0.107
H (4.85, 5.57, 0.96)  0.101
H (4.53, 3.13, 1.17)  0.105
H (3.10, 2.21, 3.34)  0.110
H (5.17, 1.74, 4.60)  0.098
H (6.82, 0.13, 3.70)  0.096
H (6.35, -1.05, 1.58)  0.105
H (4.31, -0.55, 0.30)  0.095
H (0.44, 0.88, -1.44)  0.039
H (0.82, 0.85, -3.87)  0.097
H (3.11, 1.16, -4.77)  0.098
H (5.00, 1.46, -3.21)  0.099
H (4.62, 1.50, -0.78)  0.097
H (-4.15, 3.47, -0.72)  0.104
H (-4.20, 5.93, -0.92)  0.101
H (-2.17, 7.25, -0.51)  0.108
H (-2.09, 1.41, -2.54)  0.100
H (-3.79, 0.74, -4.19)  0.102
H (-6.05, 0.06, -3.42)  0.097
H (-6.56, 0.01, -1.01)  0.100
H (-4.85, 0.65, 0.64)  0.086
H (-4.37, 2.77, 1.57)  0.095
H (-5.00, 2.92, 3.94)  0.098
H (-3.54, 1.93, 5.68)  0.099
H (-1.45, 0.77, 5.02)  0.109
H (-0.83, 0.60, 2.66)  0.066
N (1.44, -2.51, -4.19)  0.162
C (0.31, -2.08, -4.79)  -0.508
N (0.28, -2.10, -6.15)  0.153
N (-0.71, -1.59, -4.17)  0.118
C (-0.80, -1.41, -2.88)  -0.346
N (-0.97, -1.20, -1.76)  0.117
H (2.11, -3.05, -4.71)  0.084
H (1.43, -2.66, -3.19)  0.038
H (0.91, -2.72, -6.64)  0.096
H (-0.62, -1.95, -6.56)  0.098
C (2.92, -2.96, -1.51)  -0.206
Si (1.99, -4.63, -1.74)  0.350
C (1.99, -5.04, -3.62)  -0.215
C (3.25, -5.89, -1.04)  -0.204
C (0.34, -4.49, -1.03)  -0.360
Si (-1.13, -5.53, -1.21)  0.352
C (-2.68, -4.59, -0.64)  -0.201
C (-1.20, -7.17, -0.22)  -0.213
C (-1.45, -6.05, -3.02)  -0.204
H (3.74, -2.79, -2.21)  0.027
H (3.34, -2.95, -0.50)  -0.020
H (2.24, -2.10, -1.55)  0.003
H (2.94, -4.81, -4.11)  0.024
H (1.18, -4.52, -4.14)  -0.001
H (1.81, -6.11, -3.75)  0.022
H (4.21, -5.89, -1.57)  0.011
H (2.85, -6.91, -1.09)  0.011
H (3.44, -5.67, 0.01)  0.014
H (0.39, -4.02, -0.05)  -0.068
H (-2.59, -4.31, 0.42)  0.011
H (-3.60, -5.17, -0.75)  0.017
H (-2.79, -3.66, -1.21)  0.006
H (-1.07, -6.96, 0.84)  0.014
H (-0.40, -7.84, -0.53)  0.007
H (-2.15, -7.71, -0.34)  0.007
H (-1.54, -5.17, -3.66)  0.008
H (-2.37, -6.63, -3.13)  0.013
H (-0.62, -6.66, -3.41)  0.006



(2)
Formula: C31H26O2
Source: the Open Molecules 2025 dataset
Level of theory: wB97M-V/def2-TZVPD

Output
E_HOMO in eV: -7.358
Maximum force in Eh/bohr: 0.048
Orbital gap in eV: 5.757
Net charge: 0

Last column: natural (NBO) charge in e.
Cartesian coordinates (Å):
C (-4.18, 1.44, 1.26)  -0.712
C (-4.05, 0.26, 0.31)  0.535
C (-3.50, -0.95, 0.89)  -0.469
C (-2.64, -1.78, 0.10)  0.467
C (-1.57, -2.59, 0.81)  -0.059
C (-1.06, -2.25, 2.06)  -0.205
C (-0.03, -3.00, 2.64)  -0.228
C (0.49, -4.11, 1.96)  -0.208
C (-0.03, -4.47, 0.70)  -0.211
C (-1.02, -3.69, 0.12)  -0.201
O (-2.76, -1.90, -1.14)  -0.589
O (-4.49, 0.34, -0.86)  -0.586
H (-3.36, 1.46, 1.99)  0.215
H (-4.20, 2.37, 0.67)  0.235
H (-5.14, 1.38, 1.80)  0.235
H (-3.51, -1.06, 1.97)  0.215
H (-1.45, -1.36, 2.57)  0.216
H (0.38, -2.70, 3.62)  0.216
H (1.29, -4.70, 2.40)  0.213
H (0.36, -5.33, 0.16)  0.215
H (-1.39, -3.91, -0.88)  0.234
C (-3.17, -8.26, 0.67)  -0.190
C (-3.01, -7.16, 1.52)  -0.205
C (-3.57, -5.93, 1.16)  -0.194
C (-4.23, -5.78, -0.08)  -0.025
C (-4.82, -4.49, -0.44)  0.088
C (-5.24, -3.63, 0.59)  -0.313
C (-5.51, -2.28, 0.43)  -0.034
C (-6.46, -1.56, 1.29)  -0.032
C (-7.16, -0.43, 0.82)  -0.191
C (-7.94, 0.32, 1.69)  -0.217
C (-8.04, -0.05, 3.04)  -0.203
C (-7.43, -1.22, 3.49)  -0.202
C (-6.66, -1.99, 2.62)  -0.210
C (-4.96, -4.12, -1.85)  -0.018
C (-6.10, -3.43, -2.33)  -0.183
C (-6.23, -3.14, -3.69)  -0.221
C (-5.20, -3.47, -4.58)  -0.173
C (-4.05, -4.13, -4.12)  -0.217
C (-3.95, -4.48, -2.77)  -0.174
C (-4.34, -6.90, -0.94)  -0.187
C (-3.83, -8.14, -0.55)  -0.222
H (-2.77, -9.23, 0.97)  0.218
H (-2.47, -7.24, 2.46)  0.220
H (-3.46, -5.07, 1.82)  0.226
H (-5.32, -4.06, 1.60)  0.213
H (-5.21, -1.81, -0.50)  0.271
H (-7.03, -0.13, -0.23)  0.242
H (-8.46, 1.21, 1.31)  0.222
H (-8.64, 0.55, 3.72)  0.218
H (-7.53, -1.55, 4.52)  0.216
H (-6.15, -2.89, 2.97)  0.210
H (-6.90, -3.18, -1.63)  0.218
H (-7.14, -2.65, -4.05)  0.220
H (-5.29, -3.21, -5.64)  0.216
H (-3.24, -4.39, -4.80)  0.220
H (-3.08, -5.03, -2.42)  0.219
H (-4.88, -6.79, -1.88)  0.227
H (-3.97, -8.99, -1.21)  0.220



(3)
Formula: C12H19AsN4NiO2S4Se
Source: the Open Molecules 2025 dataset
Level of theory: wB97M-V/def2-TZVPD

Output
E_HOMO in eV: -1.375
Maximum force in Eh/bohr: 0.006
Orbital gap in eV: 5.215
Net charge: -2

Last column: natural (NBO) charge in e.
Cartesian coordinates (Å):
Ni (-1.30, 0.26, 0.67)  0.808
N (-1.36, -0.59, -1.08)  -0.843
C (-0.09, -0.51, -1.81)  -0.176
C (0.27, -1.84, -2.51)  -0.422
C (0.49, -1.77, -4.03)  -0.410
C (1.89, -1.34, -4.43)  -0.219
N (2.25, -0.04, -3.88)  -0.623
C (1.68, 1.08, -4.31)  0.686
N (1.12, 1.20, -5.53)  -0.831
N (1.73, 2.17, -3.53)  -0.791
C (0.99, 0.02, -0.84)  0.791
O (2.18, 0.09, -1.26)  -0.777
O (0.61, 0.42, 0.28)  -0.684
H (-1.54, -1.52, -0.69)  0.428
H (-2.18, -0.34, -1.63)  0.406
H (-0.22, 0.28, -2.56)  0.216
H (-0.55, -2.53, -2.32)  0.224
H (1.16, -2.27, -2.03)  0.219
H (-0.25, -1.09, -4.46)  0.203
H (0.30, -2.76, -4.46)  0.205
H (2.01, -1.34, -5.52)  0.184
H (2.62, -2.05, -4.04)  0.209
H (2.37, -0.05, -2.83)  0.459
H (0.86, 0.34, -5.98)  0.383
H (0.36, 1.93, -5.54)  0.430
H (1.96, 2.01, -2.56)  0.431
H (1.05, 2.89, -3.73)  0.443
S (-2.06, -2.83, 1.98)  -0.865
As (-2.82, -0.95, 2.68)  0.954
S (-1.17, 0.52, 2.87)  -0.663
S (-3.50, 0.14, 0.86)  -0.704
S (-4.20, -0.98, 4.28)  -0.785
Se (-1.44, 3.26, -4.81)  -0.554
C (-0.95, 3.92, -3.07)  -0.177
C (-1.38, 3.30, -1.90)  -0.288
C (-0.99, 3.77, -0.65)  -0.130
C (-0.15, 4.87, -0.54)  -0.272
C (0.27, 5.51, -1.70)  -0.221
C (-0.13, 5.05, -2.95)  -0.296
H (-2.04, 2.45, -1.96)  0.220
H (-1.33, 3.25, 0.24)  0.229
H (0.17, 5.22, 0.43)  0.204
H (0.92, 6.38, -1.63)  0.192
H (0.20, 5.56, -3.85)  0.207



Question: Among the records above, which one has the lowest net charge?
Answer: C12H19AsN4NiO2S4Se



Question: Among the records above, which one has the highest net charge?
Answer: C31H26O2



Question: Among the records above, which one has the highest maximum force?
Answer: C31H26O2



Question: Which of these has the highest maximum force?
Answer: C31H26O2